(1)
{"formula": "C5H7N3O3S2", "method": "the ωB97M-V functional and the def2-TZVPD basis", "symbols": ["O", "C", "N", "C", "S", "C", "C", "C", "N", "S", "O", "O", "N", "H", "H", "H", "H", "H", "H", "H"], "coordinates": [[-1.76, -1.36, -1.61], [-1.47, -0.77, -0.56], [-2.38, -0.16, 0.30], [-3.73, -0.16, -0.10], [-4.86, 0.86, 0.45], [0.02, -0.57, -0.11], [1.04, -1.30, 0.34], [2.41, -0.73, 0.52], [2.48, 0.69, 0.81], [1.70, 1.56, -0.40], [2.24, 1.21, -1.64], [1.67, 2.89, 0.07], [0.22, 0.87, -0.23], [-2.16, 0.38, 1.07], [-3.82, -0.87, -0.99], [0.92, -2.33, 0.62], [3.00, -1.35, 1.37], [3.03, -0.97, -0.37], [1.88, 0.87, 1.51], [-0.43, 1.25, -1.04]], "lumo_ev": -0.83, "homo_lumo_gap_ha": 0.3160, "total_charge": 0, "smiles": "O=C(NC=S)C1=CCNS(=O)(=O)N1"}

(2)
{"formula": "C5H7N3S", "method": "the ωB97M-V functional and the def2-TZVPD basis", "symbols": ["C", "C", "C", "C", "C", "N", "N", "N", "S", "H", "H", "H", "H", "H", "H", "H"], "coordinates": [[0.10, -2.91, -0.01], [-0.16, 1.14, 0.55], [0.51, 0.43, -0.83], [-1.33, -1.10, -0.51], [0.60, 2.41, 0.90], [0.75, -1.97, -0.53], [-1.04, 0.59, 1.16], [-0.01, -0.92, -0.88], [-1.70, -2.63, 0.24], [0.39, -3.94, 0.34], [0.08, 1.06, -1.62], [1.62, 0.37, -0.78], [-1.91, -0.39, -1.01], [1.04, 2.18, 1.83], [-0.19, 3.13, 1.09], [1.25, 2.56, 0.05]], "lumo_ev": [0.45, 0.45], "homo_lumo_gap_ha": [0.2799, 0.2802], "total_charge": 0}

The energy results, record by record, are as follows: -37579.4502 -20599.8743 eV.